# 1
A molecular structure, C2H5OP, computed with wB97M-V/def2-TZVPD.

Properties
Net charge: 0
DFT total energy in eV: -13488.718
LUMO level in eV: -0.9
Molar mass in g/mol: 76.0
Frontier orbital gap in eV: 7.429

```
9
Properties=species:S:1:pos:R:3:forces:R:3
P 0.81465 -0.02690 -2.39268 -2.0 1.2 2.5
O 1.68262 -1.15971 -2.13931 0.9 -1.0 -0.1
C -0.89231 -0.09261 0.97650 3.1 -1.5 -2.4
C 0.16446 0.48969 -0.15271 -3.5 2.1 -1.9
H -1.94265 -0.06891 0.83977 -0.8 0.1 -0.5
H -0.50226 -1.15095 1.11743 -1.0 1.0 -0.3
H 1.02102 0.02891 0.09244 3.4 -1.2 1.0
H 0.27885 1.63465 -0.23476 -0.3 -1.8 0.5
H -0.62437 0.34584 1.89331 0.2 1.1 1.2
```
Positions in Å, forces in eV/Å.



# 2
A single C2H5OP molecule, computed with wB97M-V/def2-TZVPD.

Properties
Net charge: 0
DFT total energy in eV: -13486.801
SMILES: C=POC
LUMO level (spin up / spin down) in eV: -0.2 / -0.2
Molar mass in g/mol: 76.0
Frontier orbital gap (spin up / spin down) in eV: 7.408 / 8.473

```
9
Properties=species:S:1:pos:R:3:forces:R:3
P 1.56853 0.13210 0.63236 0.7 5.1 -2.7
O 0.55929 -1.02170 0.67031 0.0 -2.1 0.8
C 0.79288 1.75086 -0.75314 2.7 -4.2 3.3
C -0.69619 -1.27392 0.22382 -3.1 1.6 0.8
H -0.93001 -0.73109 -0.65203 0.2 0.4 -1.5
H 1.32530 2.61158 -0.42826 0.3 0.8 -0.2
H -0.87331 -2.30455 0.08156 0.0 -1.2 -0.1
H -0.23805 1.68515 -0.67182 -2.0 0.3 -0.4
H -1.50843 -0.84841 0.89718 1.1 -0.7 -0.1
```
Positions in Å, forces in eV/Å.



# 3
A single C2H5OP molecule, computed with wB97M-V/def2-TZVPD.

Properties
Net charge: 0
DFT total energy in eV: -13490.099
SMILES: OP1CC1
LUMO level in eV: 0.8
Molar mass in g/mol: 76.0
Frontier orbital gap in eV: 9.987

```
9
Properties=species:S:1:pos:R:3:forces:R:3
P 1.23984 0.51719 -0.44847 -0.6 0.7 -0.9
O 2.39179 -0.43958 0.23622 -1.6 -1.2 3.0
C -0.17778 1.07138 0.66489 1.2 0.9 -4.3
C -0.45384 -0.14631 -0.26170 -0.5 2.5 -0.3
H -0.60820 -0.89040 0.43989 -0.3 -2.1 0.7
H -0.46033 2.09977 0.34394 0.0 -1.0 0.7
H -1.27616 0.01169 -0.99233 1.0 -0.5 0.3
H 2.08422 -0.86032 1.13153 1.0 1.0 -2.4
H -0.07110 0.83225 1.63869 0.0 -0.3 3.2
```
Positions in Å, forces in eV/Å.



# 4
2 unconnected molecules or ions with the total composition C2H5OPS, computed with wB97M-V/def2-TZVPD.

Properties
Net charge: 0
DFT total energy in eV: -24324.747
SMILES: C=C=O.PS
LUMO level in eV: 0.6
Molar mass in g/mol: 108.1
Frontier orbital gap in eV: 9.904

```
10
Properties=species:S:1:pos:R:3:forces:R:3
S -1.70079 0.35151 1.63723 -0.7 -0.6 0.5
P -0.09858 1.50345 0.95403 0.4 0.6 0.7
O 1.94459 -2.34066 -1.26105 -0.5 0.8 -0.1
C 0.30775 -0.50704 -1.52701 0.3 0.1 0.5
C 1.18066 -1.46680 -1.35056 0.3 -0.8 0.0
H -0.21338 2.28196 2.16437 0.2 -0.2 -0.6
H -0.73032 -0.67282 -1.56095 -1.0 -1.0 -0.6
H 0.42893 0.45136 -1.08163 1.0 0.6 -0.2
H 1.00892 0.74361 1.46152 -0.3 0.1 -0.1
H -2.12778 -0.34456 0.56406 0.4 0.4 -0.1
```
Positions in Å, forces in eV/Å.



# 5
A molecular structure, C2H5OPS, computed with wB97M-V/def2-TZVPD.

Properties
Net charge: 0
DFT total energy in eV: -24322.665
LUMO level in eV: 0.2
Molar mass in g/mol: 108.1
Frontier orbital gap in eV: 9.072

```
10
Properties=species:S:1:pos:R:3:forces:R:3
S -0.88824 -0.49565 1.34220 -0.4 1.7 -0.9
P 0.87051 1.27489 0.22826 -1.2 0.7 0.3
O 0.75610 -1.63002 -0.77293 1.2 0.3 1.9
C 0.75694 -0.40304 0.87704 0.9 -4.1 -0.5
C -1.08723 1.18878 0.36781 2.5 -3.7 -1.5
H 1.47291 -1.02455 1.54222 -1.0 1.4 -1.5
H 1.37251 -2.42994 -0.69384 -1.1 1.8 0.2
H -1.44356 1.02291 -0.66121 0.0 -0.3 0.5
H -1.79710 1.73810 0.85055 -1.1 2.2 1.6
H 0.85105 0.85055 -1.10703 0.2 0.0 -0.2
```
Positions in Å, forces in eV/Å.



# 6
2 unconnected molecules or ions with the total composition C2H5OPS2, computed with wB97M-V/def2-TZVPD.

Properties
Net charge: 0
DFT total energy in eV: -35161.297
SMILES: C=CP(=O)=S.S
LUMO level in eV: -0.7
Molar mass in g/mol: 140.2
Frontier orbital gap in eV: 8.960

```
11
Properties=species:S:1:pos:R:3:forces:R:3
S 4.00284 0.08759 -0.35510 -0.8 0.0 -0.1
S -2.88350 0.79335 0.03978 -0.2 0.5 2.2
P 2.16604 0.20796 0.16591 1.6 -1.6 -1.3
O 1.61572 1.05589 1.18848 -1.1 1.1 1.2
C -0.19409 -1.05227 0.01061 -0.8 0.7 -0.4
C 1.03847 -1.01193 -0.55095 -1.4 1.9 2.3
H 1.42060 -1.53645 -1.37089 0.3 -1.1 -0.9
H -2.70071 1.60969 1.19746 -0.2 -1.2 -1.5
H -1.02946 -1.70304 -0.31153 1.0 -0.1 -0.1
H -0.65502 -0.28835 0.71368 1.7 -1.0 -0.6
H -2.78089 1.83757 -0.72745 0.1 0.9 -0.8
```
Positions in Å, forces in eV/Å.



# 7
A single C2H5P molecule, computed with wB97M-V/def2-TZVPD.

Properties
Net charge: 0
DFT total energy in eV: -11442.447
SMILES: C1CP1
LUMO level in eV: 1.3
Molar mass in g/mol: 60.0
Frontier orbital gap in eV: 10.970

```
8
Properties=species:S:1:pos:R:3:forces:R:3
P 1.39174 -0.01411 -0.01377 0.1 0.0 0.2
C -0.29673 0.70646 0.24325 0.6 2.0 2.1
C -0.28282 -0.77937 0.17315 -0.1 0.0 0.1
H -0.27053 1.35548 1.24087 -0.5 -2.0 -2.0
H -0.70655 -1.20562 -0.72889 0.0 0.0 0.1
H -0.46706 -1.37408 1.05670 0.1 0.1 0.1
H -0.75223 1.26416 -0.56010 0.0 -0.1 -0.1
H 1.38417 0.04707 -1.41120 0.0 -0.1 -0.4
```
Positions in Å, forces in eV/Å.



# 8
A single C2H5P molecule, computed with wB97M-V/def2-TZVPD.

Properties
Net charge: 0
DFT total energy in eV: -11442.181
SMILES: C1CP1
LUMO level in eV: 1.2
Molar mass in g/mol: 60.0
Frontier orbital gap in eV: 10.860

```
8
Properties=species:S:1:pos:R:3:forces:R:3
P 0.07779 0.84622 1.32192 0.2 0.3 0.1
C 0.80171 -0.04934 -0.12435 0.4 1.4 -1.5
C -0.57463 -0.48582 0.24296 3.1 -0.1 1.1
H 1.52608 -0.73405 0.22069 0.8 -0.8 0.1
H -0.43447 1.83837 0.44372 -0.2 0.1 0.3
H -0.63560 -1.48730 0.52133 0.0 -1.5 1.1
H -1.40541 -0.23875 -0.22733 -3.4 1.4 -2.7
H 1.15935 0.51075 -1.06093 -1.1 -0.9 1.5
```
Positions in Å, forces in eV/Å.



# 9
A single C2H5P molecule, computed with wB97M-V/def2-TZVPD.

Properties
Net charge: 0
DFT total energy in eV: -11440.037
SMILES: C=[PH]=C
LUMO level in eV: 0.4
Molar mass in g/mol: 60.0
Frontier orbital gap in eV: 7.984

```
8
Properties=species:S:1:pos:R:3:forces:R:3
P 0.49030 0.03690 -0.36340 -3.7 -2.1 0.3
C -0.74433 -1.12189 -0.61813 -1.0 2.3 2.3
C 0.32020 1.08526 0.95739 2.2 -0.4 -1.7
H 1.46645 -0.24794 -1.34987 0.3 0.5 0.8
H -1.75010 -1.01029 0.01861 2.6 -0.2 -1.2
H 1.20453 1.69838 1.07409 -0.1 0.2 0.4
H -0.64177 1.51921 1.08791 -0.6 0.1 0.1
H -0.85030 -1.82970 -1.38959 0.4 -0.5 -1.0
```
Positions in Å, forces in eV/Å.



# 10
2 unconnected molecules or ions with the total composition C2H5S, computed with wB97M-V/def2-TZVPD.

Properties
Net charge: -1
DFT total energy in eV: -12989.902
LUMO level in eV: 3.9
Molar mass in g/mol: 61.1
Frontier orbital gap in eV: 6.354

```
8
Properties=species:S:1:pos:R:3:forces:R:3
S 0.84004 0.38444 3.14527 0.1 0.4 -0.3
C -0.10178 -0.19731 -0.24361 -1.5 -3.5 -1.4
C -0.47211 -0.35749 -1.51408 0.2 2.8 0.6
H 0.47795 0.57934 0.09620 0.7 1.8 1.1
H -0.53137 0.50732 -2.17626 0.7 -0.1 -0.2
H 1.09298 1.33949 2.20288 -0.1 -0.3 0.4
H -0.36431 -1.06165 0.38927 0.8 0.8 0.2
H -0.94140 -1.19416 -1.89967 -1.0 -1.8 -0.4
```
Positions in Å, forces in eV/Å.



# 11
2 unconnected molecules or ions with the total composition C2H5S, computed with wB97M-V/def2-TZVPD.

Properties
Net charge: -1
DFT total energy in eV: -12989.849
LUMO level in eV: 4.0
Molar mass in g/mol: 61.1
Frontier orbital gap in eV: 6.335

```
8
Properties=species:S:1:pos:R:3:forces:R:3
S 2.39560 -1.59032 -1.90085 -0.2 -0.7 0.3
C -0.18468 1.02210 0.30011 -1.0 -1.2 1.1
C -1.35824 0.59920 0.82176 2.0 0.5 -0.8
H 0.00238 0.85892 -0.75420 0.1 0.9 -0.1
H -1.35254 0.24658 1.84127 -0.7 0.6 0.3
H 2.04089 -2.84298 -1.44063 0.2 0.8 -0.3
H -2.17172 0.46945 0.13881 -0.5 -0.6 0.0
H 0.62831 1.23706 0.99372 0.1 -0.3 -0.5
```
Positions in Å, forces in eV/Å.



# 12
A single C2H6 molecule, computed with wB97M-V/def2-TZVPD.

Properties
Net charge: 0
DFT total energy in eV: -2170.342
SMILES: CC
LUMO level in eV: 1.3
Molar mass in g/mol: 30.1
Frontier orbital gap in eV: 12.924

```
8
Properties=species:S:1:pos:R:3:forces:R:3
C 0.14357 -0.74126 0.13743 -6.5 0.7 2.5
C -0.07963 0.72442 -0.07672 -2.4 1.8 0.1
H -0.25510 -1.25354 -0.66900 -1.0 -1.1 -1.8
H -1.24221 1.04232 -0.33943 2.9 -0.9 1.1
H -0.46270 -1.20097 1.04179 1.6 1.1 -1.4
H 0.46369 1.03544 -0.95047 0.3 0.2 -0.6
H 1.08688 -0.95141 0.10713 5.7 -1.4 0.6
H 0.34550 1.34500 0.74929 -0.8 -0.4 -0.5
```
Positions in Å, forces in eV/Å.



Quick rundown of energy relative to the best compared isomer or geometry (same formula, charge and spin), same order as above: 2.157, 4.074, 0.776, 1.492, 3.574, 0.939, 0.065, 0.332, 2.475, 1.014, 1.067, 0.907 eV